C22H13F4N3O5S in the gas phase. Source: the OMol25 dataset; level of theory: the ωB97M-V functional and the def2-TZVPD basis.

```
! wB97M-V def2-TZVPD RIJCOSX def2/J DEFGRID3
* xyz 0 1
O 1.204 -3.161 -0.260
O 2.209 5.581 -0.074
O 4.063 4.621 1.209
F -1.444 -1.786 -4.625
F -5.307 -5.498 -4.746
F -6.738 -3.913 -4.015
F -5.692 -3.661 -5.967
C -3.718 -2.835 -3.360
C -4.579 -3.415 -4.002
N 0.539 3.703 3.873
O 0.820 2.666 4.852
O -1.731 -1.441 0.892
C 1.500 -1.988 -0.081
C 1.693 4.001 3.312
C 2.186 2.338 4.723
C 2.752 3.226 3.870
C 2.817 -1.782 0.413
C 3.336 -0.540 0.569
C -2.754 -2.063 -1.208
C -0.441 -1.225 -2.512
C 0.304 1.497 -0.325
C 0.787 2.794 -0.041
C 2.924 1.909 0.563
C -1.527 -1.778 -3.251
C -2.683 -2.187 -2.605
C -1.688 -1.628 -0.445
C 2.482 0.602 0.299
C -0.483 -1.201 -1.128
C 1.130 0.385 -0.117
C 2.068 2.984 0.415
N 0.704 -0.904 -0.428
N 1.706 4.915 2.314
C -5.595 -4.150 -4.700
C -2.127 -2.670 1.557
S 2.621 4.613 0.930
H 2.773 1.595 5.271
H 3.790 3.346 3.664
H 3.385 -2.688 0.633
H 4.369 -0.389 0.877
H -3.641 -2.382 -0.682
H 0.483 -0.937 -3.046
H -0.686 1.339 -0.730
H 0.187 3.693 -0.214
H 3.930 2.089 0.923
H 0.790 5.269 2.097
H -3.231 -2.686 1.724
H -1.813 -3.537 1.019
H -1.677 -2.719 2.565
*
```

Calculated values
Calculated total energy (eV): -59433.325
Structure (SMILES): COc1cc(C#CC(F)(F)F)c(F)cc1-n1c(=O)ccc2cc(S(=O)(=O)Nc3ccon3)ccc21
LUMO energy (eV): -0.54
HOMO energy (eV): -9.266
Relative energy (zero: lowest compared OMol25 entry of this formula, charge and spin) (kcal per mole): 8.8



2 unconnected molecules or ions with the total composition CH4IOP. Source: the OMol25 dataset; level of theory: the ωB97M-V functional and the def2-TZVPD basis.

```
! wB97M-V def2-TZVPD RIJCOSX def2/J DEFGRID3
* xyz 0 1
C 0.309 0.143 -1.210
O -1.002 0.528 -1.064
P 0.998 -0.623 1.511
I -1.383 -0.518 1.867
H 1.104 0.871 -1.004
H 0.383 -0.886 -1.553
H -1.408 -0.137 -0.509
H 0.999 0.622 1.963
*
```

Calculated values
Calculated total energy (eV): -20535.922
LUMO energy (alpha / beta) (eV): -0.99 / -0.10
HOMO energy (alpha / beta) (eV): -8.150 / -8.192
Relative energy (zero: lowest compared OMol25 entry of this formula, charge and spin) (kcal per mole): 63.5